Entry 1:
ORCA calculation (ωB97M-V/def2-TZVPD) on a cluster of 13 separate species, C41H74BrIN14O28Si in total at a distorted geometry.

Computed properties:
LUMO energy (eV): -1.64
Gap between HOMO and LUMO (eV): 6.528
DFT total energy (eV): -207872.0964

CARTESIAN COORDINATES (ANGSTROEM)
C  0.776520  1.649610  7.094068
C  1.765715  2.268017  5.941963
N  1.093087  2.599090  4.627776
C  0.510762  1.384341  3.939619
C  1.625390  0.554413  3.008929
C  0.691281  -0.377675  1.981264
C  0.541547  -0.117543  0.369528
I  1.651885  1.535586  -0.591026
C  -0.486057  -1.145219  -0.456721
C  -0.711782  -0.959331  -2.079259
C  0.075245  -2.166464  -2.927284
O  1.186659  -1.515407  -3.643669
Si  1.254289  -2.043303  -5.330965
C  2.677849  -1.126707  -6.271508
C  -0.423080  -1.618742  -6.227524
C  1.584530  -3.949150  -5.450499
C  -1.316502  -2.376922  0.280694
C  -2.381393  -3.380415  -0.517783
C  -3.889504  -2.757968  -0.176870
C  -4.067097  -1.106528  -0.098392
C  -5.508387  -0.362033  0.278976
C  -6.837821  -1.277112  0.570812
C  -6.671432  -2.918638  0.483116
C  -5.229220  -3.666081  0.108502
C  -1.129797  -2.639095  1.888895
C  -0.116333  -1.621074  2.690731
C  -0.159086  -2.169860  4.235368
O  0.676911  -1.775481  5.203163
N  -1.265161  -3.202201  4.268573
C  -2.359674  -2.703194  5.226648
C  -2.079327  -3.146623  6.787095
C  -3.462509  -3.637798  7.549609
Br  -1.333408  -1.611087  7.902858
C  -1.799543  -3.724689  2.918933
O  -2.622202  -4.759067  2.727520
C  -0.008524  3.631257  4.776314
C  -1.554384  3.342944  5.246196
O  0.324565  4.908944  4.441628
H  -0.290662  1.328353  6.705181
H  0.697036  2.321561  8.074538
H  1.289593  0.638057  7.465903
H  2.175092  3.303374  6.372051
H  2.735957  1.587279  5.829030
H  -0.087532  0.656751  4.633873
H  -0.279340  1.799937  3.147605
H  2.236733  -0.196131  3.672346
H  2.350817  1.269400  2.428356
H  -0.349792  0.108345  -2.439399
H  -1.863914  -1.016037  -2.282504
H  0.509676  -2.910685  -2.128095
H  -0.706826  -2.665881  -3.642726
H  3.653498  -1.810862  -6.280249
H  2.288939  -0.974639  -7.386376
H  2.927035  -0.087143  -5.772389
H  -0.944526  -2.633930  -6.509787
H  -1.128822  -1.106753  -5.419928
H  -0.297317  -0.886429  -7.139152
H  1.490706  -4.266318  -6.593720
H  2.684025  -4.219965  -5.129612
H  0.832713  -4.566229  -4.787887
H  -2.317216  -4.463145  -0.061713
H  -2.175451  -3.337236  -1.678351
H  -3.164602  -0.365376  -0.309688
H  -5.544369  0.818042  0.349421
H  -7.828308  -0.714775  0.854343
H  -7.649058  -3.549058  0.705668
H  -5.206859  -4.835719  0.080582
H  -2.366522  -1.517777  5.093788
H  -3.367806  -3.185593  4.810433
H  -1.307951  -4.035442  6.903395
H  -4.264844  -2.779676  7.407298
H  -3.837508  -4.690044  7.194568
H  -3.225530  -3.661866  8.712530
H  -2.303547  4.230859  5.036982
H  -1.634667  3.059333  6.402722
H  -1.987724  2.417404  4.629128
C  -11.082875  -1.219359  3.418133
N  -10.096252  -1.798619  2.466989
O  -9.836475  -1.142539  1.451558
O  -9.610499  -2.895517  2.766508
H  -11.425779  -0.258069  3.029679
H  -11.915049  -1.921850  3.498210
H  -10.578560  -1.089723  4.377858
C  0.734805  1.119048  -10.165407
N  0.141115  -0.084509  -9.523049
O  0.734212  -1.158621  -9.676476
O  -0.903490  0.082939  -8.883033
H  1.645486  0.825633  -10.691835
H  -0.003370  1.517373  -10.864587
H  0.960912  1.837063  -9.374495
C  -4.095376  1.413301  9.355506
N  -4.627646  1.174376  7.986840
O  -4.682726  2.145581  7.223460
O  -4.975175  0.018725  7.717480
H  -3.830458  2.468285  9.452392
H  -4.880624  1.146155  10.065742
H  -3.213971  0.781239  9.481344
C  1.763048  -4.165115  -10.452368
N  2.782280  -4.329472  -9.381016
O  3.166636  -3.305794  -8.803629
O  3.167752  -5.481375  -9.149954
H  1.517860  -3.105183  -10.547171
H  2.195858  -4.545212  -11.380064
H  0.882023  -4.740089  -10.160114
C  1.888989  7.574848  3.620934
N  2.506904  8.513800  2.646157
O  2.231868  8.351471  1.451575
O  3.250595  9.387190  3.107647
H  1.262837  6.863583  3.078168
H  2.699101  7.057923  4.139512
H  1.287984  8.167344  4.313722
C  0.917375  -5.830090  8.538669
N  -0.112112  -5.673557  9.601351
O  0.248707  -5.855108  10.770056
O  -1.253304  -5.372938  9.232341
H  1.869052  -6.093883  9.004805
H  0.582155  -6.625411  7.869707
H  0.996564  -4.876117  8.013428
C  0.272961  5.195966  -1.960345
N  -0.259310  4.957040  -3.329011
O  -0.314390  5.928245  -4.092392
O  -0.606838  3.801390  -3.598371
H  0.537879  6.250950  -1.863458
H  -0.512287  4.928820  -1.250109
H  1.154365  4.563904  -1.834507
C  6.475233  1.114306  -7.083539
N  5.228121  1.492158  -7.801579
O  5.095337  2.679950  -8.118659
O  4.417713  0.585807  -8.026574
H  7.092464  2.005867  -6.954299
H  6.185655  0.702082  -6.114707
H  6.993921  0.371156  -7.692559
C  9.213767  4.151368  -9.268085
N  8.570696  2.903186  -9.760164
O  8.148529  2.904238  -10.922401
O  8.507800  1.957675  -8.965864
H  9.199596  4.895042  -10.067652
H  8.640124  4.500194  -8.406882
H  10.240155  3.905216  -8.988531
C  -1.831073  -7.632773  1.356455
N  -0.844450  -8.212031  0.405311
O  -0.584672  -7.555954  -0.610119
O  -0.358696  -9.308932  0.704831
H  -2.173978  -6.671482  0.968001
H  -2.663246  -8.335263  1.436533
H  -1.326757  -7.503137  2.316181
C  -0.422524  3.817057  11.063204
N  -1.065595  2.568875  10.571125
O  -1.487762  2.569926  9.408887
O  -1.128491  1.623365  11.365424
H  -0.436694  4.560731  10.263637
H  -0.996167  4.165884  11.924406
H  0.603864  3.570905  11.342757
C  7.460731  8.158027  -11.151603
N  8.479962  7.993669  -10.080251
O  8.864319  9.017348  -9.502864
O  8.865434  6.841767  -9.849189
H  7.215543  9.217959  -11.246406
H  7.893541  7.777930  -12.079299
H  6.579706  7.583053  -10.859349

Forces on atoms 1 to 3 (eV/Å):
0.680 -1.467 0.809
0.569 1.253 1.740
-2.039 -0.559 0.686

Löwdin population analysis, charges in e, atoms 1 to 5: atom 1 (C): -0.125, atom 2 (C): -0.209, atom 3 (N): -0.132, atom 4 (C): -0.191, atom 5 (C): -0.133


Entry 2:
ORCA calculation (ωB97M-V/def2-TZVPD) on a structure of composition C40H50CoN7O2S2.

Computed properties:
LUMO energy (alpha / beta) (eV): 2.30 / 2.30
Total charge: -1
Gap between HOMO and LUMO (alpha / beta) (eV): 4.714 / 4.745
ΔE to the lowest compared entry with this formula, charge and spin (kcal per mole): 3.4
DFT total energy (eV): -116116.8155
2S+1: 2
Expectation value of S²: 0.76

CARTESIAN COORDINATES (ANGSTROEM)
Co  0.191097  0.426998  0.169111
C  2.894119  -0.989006  4.215613
C  2.104296  0.318226  4.166305
C  1.926277  0.876048  5.578020
C  2.771599  1.315544  3.242729
C  4.083399  1.672518  3.525731
C  4.799952  2.523545  2.704142
C  4.197280  3.007901  1.560612
C  2.883529  2.682514  1.239924
C  2.310803  3.241561  -0.040939
C  3.152944  2.867362  -1.258547
C  2.124984  4.756122  0.050370
C  2.140147  1.853379  2.103711
N  0.819041  1.442943  1.764894
C  -0.145697  1.639970  2.665282
O  -0.123220  2.312674  3.698447
C  -1.430845  0.888541  2.344587
C  -2.601145  1.124853  3.046155
C  -3.740929  0.421673  2.675301
C  -3.676394  -0.481679  1.629691
C  -2.457023  -0.669908  0.985235
N  -1.373189  0.000807  1.355720
C  -2.373301  -1.679724  -0.117398
O  -3.354215  -2.308865  -0.445251
N  -1.109751  -1.831690  -0.742150
C  -0.294721  -2.935951  -0.730843
C  -0.445985  -4.158195  -0.124834
C  0.514050  -5.217202  -0.328003
C  1.304760  -5.518460  -1.386264
C  1.317869  -4.769843  -2.615703
C  1.032869  -3.461158  -2.678018
C  0.853000  -2.674457  -3.938581
C  1.469841  -1.284241  -3.822435
C  -0.627382  -2.586195  -4.323199
C  -1.673963  -4.567313  0.668675
C  -2.667003  -5.282946  -0.250534
C  -1.377118  -5.441203  1.887454
H  2.368924  -1.721326  4.831274
H  3.881409  -0.839489  4.658408
H  3.027355  -1.411581  3.217262
H  1.123065  0.077407  3.756006
H  2.899846  1.040435  6.048796
H  1.377047  0.163977  6.197066
H  1.377925  1.812309  5.556295
H  4.556536  1.264599  4.410747
H  5.820102  2.792882  2.946880
H  4.753098  3.656661  0.893833
H  1.337387  2.792389  -0.190032
H  4.135604  3.346874  -1.238666
H  2.646090  3.181914  -2.173120
H  3.305767  1.787934  -1.311185
H  3.093851  5.264009  0.068932
H  1.590464  5.033012  0.958788
H  1.557365  5.125572  -0.804449
H  -2.581771  1.849483  3.846672
H  -4.679137  0.587515  3.190798
H  -4.535768  -1.042156  1.293589
H  0.517457  -5.963464  0.458259
H  1.852463  -6.452685  -1.356326
H  1.519058  -5.296163  -3.543939
H  1.368394  -3.245089  -4.720814
H  1.006357  -0.745485  -2.991810
H  1.278529  -0.719043  -4.735503
H  2.549663  -1.323231  -3.658988
H  -1.148918  -1.925259  -3.636912
H  -1.106633  -3.565236  -4.297231
H  -0.727991  -2.173870  -5.328572
H  -2.151380  -3.672712  1.056990
H  -2.191576  -6.164246  -0.690768
H  -3.004667  -4.628065  -1.049657
H  -3.542725  -5.614577  0.309618
H  -1.024529  -6.437477  1.616278
H  -2.303388  -5.580601  2.448782
H  -0.648769  -4.973159  2.554425
N  3.206472  -2.588359  -1.405643
C  2.024874  -2.186045  -0.884640
S  2.051045  -1.009110  0.316517
N  0.927861  -2.740529  -1.446893
N  -0.577009  -0.605149  -1.224872
C  -1.550853  0.089743  -1.977840
C  -1.680374  1.417380  -1.713841
C  -2.533024  2.342932  -2.427463
C  -2.743780  3.583144  -1.935061
C  -2.100881  3.998301  -0.732759
C  -1.212202  3.124579  -0.166891
N  -0.929410  1.903407  -0.641196
H  4.029514  -2.209661  -0.970917
H  3.254090  -3.484246  -1.862213
H  -2.189301  -0.437145  -2.673207
H  -3.017057  2.007861  -3.335776
H  -3.403727  4.265978  -2.459238
H  -2.267901  4.968986  -0.294807
H  -0.658858  3.411331  0.718967
C  -0.611923  -2.333103  4.450616
S  0.186168  -2.429786  2.839173
C  1.541625  -3.552783  3.209959
H  0.113187  -2.069862  5.222339
H  -1.124005  -3.254814  4.726072
H  -1.345549  -1.530472  4.384837
H  1.276683  -4.601469  3.063792
H  1.881182  -3.408324  4.233631
H  2.360205  -3.299015  2.538320

Forces on atoms 1 to 3 (eV/Å):
0.042 0.086 -0.495
0.126 0.120 0.005
-0.082 -0.051 -0.043

Löwdin population analysis, charges in e, atoms 1 to 5: atom 1 (Co): 0.304, atom 2 (C): -0.085, atom 3 (C): -0.373, atom 4 (C): -0.058, atom 5 (C): -0.129